16 unconnected molecules or ions with the total composition C83H198F30N11O10P5 at a distorted geometry, computed with ωB97M-V/def2-TZVPD.

Strongest force on any atom: 4.65 eV/Å
Molecular weight: 2235.37 g/mol
Total energy: -254083.8821 eV
Lowest unoccupied orbital energy: -0.3428 Eh
Net charge: +6
HOMO-LUMO gap: 9.1 eV

```
337
Properties=species:S:1:pos:R:3:forces:R:3
C 10.022 3.098 -0.154 -0.201 0.740 -1.205
C 9.647 4.526 -0.630 1.282 0.441 1.325
C 8.216 4.904 -0.414 -2.438 -1.097 -1.581
N 7.532 5.455 -1.720 0.337 0.029 -0.409
C 8.274 6.708 -2.169 -1.303 -0.401 -0.359
C 6.023 5.727 -1.497 0.468 -0.278 0.514
C 5.253 4.361 -1.706 1.954 2.315 0.512
C 6.160 3.666 -2.732 0.136 -1.385 -0.154
C 7.510 4.415 -2.862 -0.289 0.463 0.212
H 9.693 2.917 0.869 -0.049 -0.219 -0.223
H 11.091 2.917 -0.268 0.044 0.291 0.367
H 9.593 2.448 -0.917 -0.437 -0.598 0.495
H 9.996 4.684 -1.650 -0.111 -0.077 0.010
H 10.182 5.242 -0.006 0.514 0.024 -0.224
H 7.942 5.546 0.423 0.427 0.353 -0.344
H 7.598 4.020 -0.262 0.118 -0.293 0.317
H 7.676 7.069 -3.005 0.330 0.187 -0.144
H 9.279 6.452 -2.504 -0.148 0.135 0.284
H 8.228 7.472 -1.393 0.284 -0.288 0.131
H 5.658 6.487 -2.188 0.441 -0.047 -0.236
H 5.977 6.148 -0.493 -0.371 -0.169 0.014
H 4.241 4.653 -1.987 0.115 -0.536 -0.116
H 5.309 3.911 -0.715 -0.472 -0.477 -0.315
H 5.739 3.461 -3.716 -0.253 0.784 -0.139
H 6.292 2.633 -2.409 0.479 -0.008 0.346
H 7.607 4.947 -3.808 -0.540 0.458 0.240
H 8.409 3.801 -2.927 -0.094 -0.219 0.894
C 1.648 3.830 -2.606 -1.231 1.049 1.092
O 1.896 3.575 -3.966 0.577 -0.732 -0.754
C 1.111 2.507 -4.500 0.388 -0.110 0.591
C 1.694 1.993 -5.823 1.466 0.776 0.451
N 3.222 1.941 -5.705 -0.471 -0.966 -0.190
H 3.599 2.615 -5.055 -0.051 1.410 -0.281
H 3.454 1.099 -5.198 -0.297 -0.647 0.428
C 4.012 1.740 -6.995 -1.105 2.195 0.656
C 5.385 2.443 -6.845 -0.230 -0.982 0.389
O 5.334 3.708 -6.187 -1.387 -1.178 -0.066
C 6.544 4.401 -6.199 0.865 1.361 -0.542
H 2.044 3.212 -1.800 0.482 -1.236 -0.629
H 0.571 3.877 -2.445 -0.227 0.106 0.110
H 2.025 4.794 -2.265 -0.029 0.329 -0.845
H 0.089 2.822 -4.710 -0.199 0.188 0.097
H 1.081 1.730 -3.736 -0.015 -0.426 -0.029
H 1.410 2.694 -6.608 0.389 -0.067 -0.131
H 1.398 0.985 -6.116 -0.334 0.215 0.223
H 3.393 2.223 -7.751 0.193 -0.187 -0.258
H 4.014 0.655 -7.100 0.626 0.233 -0.470
H 5.818 2.500 -7.844 0.264 0.060 0.073
H 5.909 1.726 -6.213 0.888 0.146 -0.060
H 6.761 4.784 -7.197 0.266 -0.471 -0.305
H 7.408 3.883 -5.783 -0.092 -0.568 -0.180
H 6.479 5.336 -5.643 -0.658 -0.181 0.358
C -3.395 -3.754 2.784 -1.749 -0.584 -0.569
O -3.663 -2.941 3.890 0.142 0.076 2.427
C -4.386 -3.568 4.963 0.639 0.328 1.770
C -3.994 -2.884 6.307 -0.820 0.904 -0.766
N -4.273 -1.394 6.124 1.980 0.403 1.132
H -3.552 -1.056 5.502 0.719 -0.013 -0.489
H -5.103 -1.060 5.655 -1.136 -0.661 0.027
C -4.099 -0.515 7.366 -0.180 0.178 -1.028
C -4.362 0.926 6.904 -1.616 0.219 0.597
O -5.703 0.980 6.337 0.615 -1.171 0.268
C -6.199 2.301 6.257 1.180 1.361 -0.044
H -3.329 -4.809 3.053 0.326 -0.124 0.127
H -2.522 -3.457 2.202 -0.214 0.335 0.244
H -4.333 -3.663 2.236 0.332 -0.358 -1.097
H -4.157 -4.610 5.182 0.255 -0.262 -0.826
H -5.475 -3.530 4.928 -0.146 0.263 -0.803
H -2.955 -3.042 6.597 0.183 0.663 -0.549
H -4.521 -3.194 7.209 -0.668 -0.283 -0.455
H -3.067 -0.643 7.694 -0.250 0.018 0.123
H -4.818 -0.876 8.101 0.037 0.290 0.004
H -3.634 1.362 6.220 0.270 -0.495 -0.434
H -4.331 1.591 7.767 -0.014 -0.134 0.327
H -7.260 2.487 6.096 -0.056 -1.083 0.224
H -5.692 2.804 5.434 0.097 0.203 -0.298
H -5.873 2.833 7.151 -0.373 0.160 0.191
C -2.875 -6.896 -6.239 -0.766 -0.701 1.429
O -1.940 -7.331 -5.189 0.146 0.572 -0.586
C -2.536 -7.782 -3.974 2.005 0.353 0.092
C -1.329 -8.022 -2.939 -2.615 -0.424 -0.313
N -0.537 -6.759 -2.666 1.350 -3.229 0.575
H 0.019 -6.744 -3.509 0.293 1.075 -0.328
H -1.151 -5.969 -2.528 -0.165 0.539 -0.367
C 0.365 -6.892 -1.407 -1.042 1.257 -0.341
C 1.419 -5.801 -1.396 1.429 -0.320 -0.075
O 1.941 -5.706 -0.078 -0.096 0.954 -0.375
C 3.019 -4.749 0.028 0.054 -0.378 0.766
H -3.717 -6.489 -5.679 -0.167 0.578 -0.322
H -3.310 -7.725 -6.797 0.424 -0.357 0.053
H -2.471 -6.184 -6.959 0.526 -0.032 0.537
H -3.103 -8.694 -4.161 0.097 -0.192 0.389
H -3.180 -7.031 -3.517 -0.299 0.233 -0.168
H -0.727 -8.871 -3.263 0.510 0.526 -0.102
H -1.797 -8.326 -2.003 0.035 0.081 0.091
H 0.858 -7.859 -1.304 -0.521 -0.097 -0.301
H -0.348 -6.673 -0.612 0.159 -0.461 0.211
H 1.127 -4.824 -1.780 -0.546 0.043 0.115
H 2.244 -6.143 -2.021 0.157 0.013 -0.463
H 3.998 -5.201 -0.129 -0.089 -0.295 -0.190
H 2.998 -4.398 1.059 -0.018 -0.054 0.097
H 2.980 -3.856 -0.597 -0.594 -0.150 -0.431
C -3.548 0.814 3.124 0.139 -0.436 0.669
O -2.422 1.489 3.654 0.706 0.339 -0.787
C -2.574 2.930 3.681 -1.170 -1.061 0.185
C -1.285 3.672 4.074 0.009 -0.987 -0.159
N -0.648 2.911 5.236 0.926 0.739 -1.088
H -1.147 3.295 6.026 0.776 -0.150 1.113
H -0.764 1.910 5.166 -0.969 -0.634 -0.197
C 0.899 2.950 5.272 -0.029 1.492 2.424
C 1.391 4.308 5.773 -0.301 1.402 -1.355
O 0.781 4.768 6.966 -0.579 -2.099 -0.349
C 0.844 6.151 7.257 0.950 0.465 -0.162
H -3.363 -0.258 3.185 0.318 -0.101 0.105
H -3.782 1.006 2.077 0.126 0.565 -0.143
H -4.422 0.994 3.749 -0.372 0.292 -0.052
H -3.385 3.051 4.399 0.243 0.660 0.856
H -3.132 3.242 2.798 0.986 0.499 -0.654
H -1.562 4.680 4.383 0.180 -0.069 0.160
H -0.477 3.778 3.351 -0.574 -0.138 -0.518
H 1.317 2.757 4.284 -0.321 -0.101 0.033
H 1.268 2.251 6.022 -0.671 -0.642 -0.335
H 1.192 4.951 4.916 -0.388 0.895 0.048
H 2.481 4.337 5.753 0.278 -0.372 0.598
H 0.631 6.358 8.305 -0.290 -0.564 -0.051
H 0.150 6.718 6.637 0.162 0.104 -0.158
H 1.884 6.452 7.128 -0.067 0.495 -0.292
C -1.457 -0.491 -7.629 -1.488 1.058 -1.912
O -0.686 -0.079 -6.536 0.513 -0.796 -0.151
C -1.073 -0.665 -5.323 0.737 0.589 1.113
C -0.592 -2.135 -5.119 0.538 0.089 -0.385
N 0.778 -2.370 -5.810 -1.329 -1.322 -0.829
H 0.577 -2.199 -6.785 -0.062 -0.054 -0.656
H 1.455 -1.653 -5.593 0.498 0.218 0.790
C 1.441 -3.813 -5.776 0.124 1.520 0.452
C 0.442 -4.893 -6.153 -0.906 0.613 -1.018
O -0.296 -4.545 -7.369 0.355 0.410 0.926
C 0.427 -4.553 -8.628 1.199 -0.924 1.210
H -1.157 0.021 -8.543 1.048 -0.250 0.088
H -2.458 -0.059 -7.631 -0.501 -0.113 0.930
H -1.605 -1.543 -7.871 0.610 -0.366 0.551
H -2.147 -0.536 -5.185 -0.267 -0.689 -0.069
H -0.668 -0.001 -4.560 0.415 -0.152 0.183
H -1.370 -2.739 -5.588 0.626 -0.596 -0.152
H -0.427 -2.475 -4.097 -0.399 0.499 0.044
H 1.920 -3.865 -4.798 -0.488 -0.391 0.289
H 2.316 -3.736 -6.420 -0.311 0.062 -0.452
H -0.315 -5.009 -5.378 -0.291 0.349 -0.073
H 0.885 -5.889 -6.175 0.525 0.060 -0.506
H 1.401 -4.076 -8.528 0.018 0.622 0.053
H -0.122 -4.078 -9.441 -0.300 -0.335 0.388
H 0.733 -5.586 -8.793 -0.501 -0.127 -0.714
C 6.926 -1.122 1.126 -0.016 -0.658 0.131
C 6.634 -1.477 2.616 0.391 0.096 0.406
C 5.448 -0.698 3.216 0.099 0.193 -0.236
N 4.762 -1.304 4.480 -0.080 0.201 -2.088
C 5.891 -1.601 5.502 -1.020 1.590 2.077
C 6.311 -0.294 6.303 -0.708 0.089 -0.066
C 5.129 0.643 6.741 0.810 -1.311 -0.330
C 4.237 0.982 5.602 -0.638 -0.063 -1.585
C 3.633 -0.294 4.951 2.191 -0.013 1.014
C 3.999 -2.572 4.049 1.011 -0.154 -0.069
H 7.938 -1.390 0.821 0.174 0.045 0.475
H 6.810 -0.072 0.857 -0.161 0.102 0.410
H 6.334 -1.712 0.425 -0.491 0.052 0.152
H 7.513 -1.293 3.234 0.175 0.648 -0.187
H 6.558 -2.544 2.825 -0.472 -0.287 -0.736
H 4.693 -0.511 2.452 -0.420 -0.448 0.101
H 5.789 0.312 3.443 -0.025 -0.073 0.485
H 6.814 -2.057 5.145 -0.602 -0.071 -0.845
H 5.437 -2.287 6.217 -0.032 -0.076 -0.017
H 7.091 0.265 5.787 -0.239 0.089 -0.429
H 6.809 -0.584 7.228 -0.022 -0.509 -0.085
H 5.543 1.549 7.182 -0.135 -0.217 0.257
H 4.494 0.070 7.417 0.262 0.191 0.703
H 4.747 1.614 4.876 0.114 -0.113 -0.298
H 3.407 1.616 5.912 -0.193 -0.173 0.198
H 3.017 -0.085 4.077 0.092 -0.226 0.074
H 3.121 -0.895 5.703 -0.262 0.313 -0.135
H 3.485 -3.092 4.857 0.507 0.359 0.484
H 4.724 -3.237 3.578 0.009 -0.075 0.263
H 3.211 -2.430 3.310 0.215 0.949 -0.066
C -5.154 -1.600 -6.090 1.111 -0.101 0.332
C -6.155 -1.464 -4.953 -0.453 -0.351 0.525
C -5.522 -1.477 -3.528 -0.618 -0.698 -0.229
N -6.463 -1.216 -2.304 0.920 1.406 -2.046
C -5.597 -1.332 -1.048 -0.304 -0.236 0.815
C -6.287 -0.833 0.246 -1.527 0.367 0.277
C -6.974 0.556 0.181 0.213 -1.271 -2.024
C -7.809 0.639 -1.164 1.030 1.437 0.471
C -7.009 0.287 -2.451 -0.351 -1.676 1.617
C -7.559 -2.245 -2.315 -1.195 1.353 0.959
H -4.674 -2.574 -6.190 -0.471 -0.351 0.082
H -4.290 -0.966 -5.893 -0.040 0.546 -0.199
H -5.599 -1.330 -7.047 0.027 -0.025 0.137
H -6.871 -2.280 -5.056 -0.185 0.110 0.121
H -6.675 -0.531 -5.173 -0.194 0.072 0.435
H -4.683 -0.782 -3.552 -0.090 0.176 0.622
H -5.170 -2.469 -3.245 0.420 0.018 -0.555
H -4.623 -0.859 -1.171 -0.224 0.532 -0.520
H -5.328 -2.387 -1.002 -0.268 -0.038 0.222
H -5.712 -0.826 1.172 0.935 -0.317 -0.493
H -7.128 -1.456 0.550 0.087 -0.710 -0.426
H -6.199 1.322 0.147 -0.166 0.319 0.125
H -7.602 0.646 1.067 0.009 0.331 -0.206
H -8.061 1.698 -1.229 -0.063 0.189 -0.393
H -8.802 0.189 -1.156 0.272 -0.536 0.161
H -6.090 0.838 -2.648 -0.054 0.237 0.425
H -7.657 0.406 -3.320 0.103 -0.568 -0.032
H -7.310 -3.294 -2.152 0.781 0.318 -0.156
H -8.206 -2.131 -3.185 0.414 0.028 -0.152
H -8.166 -1.909 -1.474 -0.259 -0.522 0.033
C -3.598 2.983 -5.054 0.525 -0.028 0.306
C -3.846 3.849 -3.817 -1.129 0.146 -0.200
C -4.902 4.915 -4.193 0.122 1.742 0.662
N -5.731 5.624 -3.065 0.693 -0.782 1.594
C -6.483 6.904 -3.572 -0.080 -0.771 0.360
C -7.658 6.565 -4.448 -0.234 -0.412 -0.901
C -8.637 5.569 -3.821 2.272 -0.292 -0.329
C -7.830 4.289 -3.428 -1.043 0.023 1.225
C -6.643 4.538 -2.433 -1.440 0.660 -1.896
C -4.798 6.178 -1.926 -0.667 -0.746 -2.011
H -3.176 3.553 -5.881 -0.250 0.021 -0.097
H -4.505 2.458 -5.355 -0.051 0.139 -0.185
H -2.859 2.225 -4.797 0.097 -0.126 -0.038
H -2.933 4.336 -3.473 -0.036 -0.040 0.088
H -4.206 3.177 -3.038 0.012 0.119 0.248
H -5.622 4.604 -4.950 0.072 -0.204 0.222
H -4.345 5.761 -4.594 -0.049 -0.025 -0.371
H -5.761 7.564 -4.052 0.228 -0.405 -0.185
H -6.777 7.452 -2.677 -0.188 -0.291 0.174
H -7.307 6.119 -5.378 0.228 0.035 -0.184
H -8.193 7.455 -4.777 0.187 0.243 0.278
H -9.308 5.234 -4.612 -0.615 0.441 0.537
H -9.040 6.085 -2.950 -0.714 -0.559 -0.030
H -7.633 3.642 -4.282 0.729 0.487 -0.343
H -8.582 3.669 -2.941 0.110 -0.160 0.650
H -6.100 3.615 -2.230 0.459 0.275 -0.298
H -7.058 4.836 -1.470 0.200 0.642 -0.129
H -4.189 5.343 -1.579 -0.069 0.402 0.249
H -5.463 6.628 -1.189 0.342 -0.208 0.078
H -4.216 6.931 -2.459 0.324 -0.008 0.549
C 1.558 -5.780 8.969 2.080 0.011 0.307
C 1.070 -5.343 7.593 -1.000 1.144 1.643
C 0.545 -6.478 6.795 -0.377 0.637 -0.656
N -0.231 -5.982 5.489 0.294 -1.930 0.091
C 0.594 -4.947 4.659 -1.308 0.144 0.264
C -0.098 -4.661 3.312 0.051 -0.610 0.577
C -0.174 -5.911 2.481 0.783 -0.742 -0.132
C -0.900 -7.062 3.225 -0.317 -0.027 -0.255
C -0.339 -7.302 4.631 0.932 1.137 -0.126
C -1.688 -5.587 5.880 2.227 -0.563 -0.057
H 1.960 -4.927 9.515 0.075 0.312 -0.299
H 2.435 -6.406 8.807 -0.028 -0.420 0.414
H 0.927 -6.214 9.745 -0.658 -0.389 -0.819
H 1.832 -4.778 7.057 0.177 -0.168 0.129
H 0.318 -4.617 7.902 -0.540 0.168 -0.830
H -0.123 -7.103 7.388 -0.357 0.144 -0.275
H 1.390 -7.119 6.544 -0.136 0.001 -0.732
H 1.591 -5.381 4.590 -0.073 -0.077 -0.243
H 0.661 -3.972 5.142 -0.087 -0.426 0.716
H 0.437 -3.873 2.783 0.142 0.050 0.127
H -1.106 -4.289 3.495 0.159 0.211 0.260
H 0.850 -6.218 2.266 0.274 -0.260 0.252
H -0.484 -5.677 1.463 -0.885 -0.238 0.141
H -0.778 -8.015 2.711 0.228 0.002 -0.160
H -1.982 -6.930 3.191 -0.132 0.258 0.318
H 0.681 -7.664 4.503 0.293 0.416 -0.015
H -0.741 -8.092 5.265 -0.846 0.326 -0.171
H -2.299 -5.691 4.983 0.061 0.441 0.280
H -1.612 -4.610 6.356 -0.304 0.001 -0.352
H -1.962 -6.340 6.618 -0.255 0.141 -0.105
C -1.916 1.457 -2.070 -0.182 1.117 -0.294
C -1.566 0.585 -0.903 0.538 -0.706 0.486
C -0.041 0.364 -0.734 -1.547 -0.533 0.492
N 0.365 0.095 0.773 -0.374 0.219 -1.534
C 1.823 -0.444 0.670 -1.201 0.674 0.813
C 2.781 0.623 0.183 -0.240 0.498 0.622
C 2.672 1.930 1.033 -0.266 0.012 -0.732
C 1.247 2.501 1.119 -0.737 -2.309 -0.385
C 0.253 1.373 1.573 1.203 0.862 1.234
C -0.491 -0.993 1.449 1.240 0.016 -1.284
H -2.710 0.994 -2.656 -0.105 0.177 -0.100
H -1.087 1.663 -2.748 0.128 -0.107 -0.030
H -2.235 2.424 -1.682 -0.091 0.124 -0.387
H -2.093 -0.340 -1.136 0.419 -0.407 0.795
H -1.959 1.007 0.022 -0.170 0.050 -0.032
H 0.494 1.210 -1.164 0.151 0.048 0.700
H 0.214 -0.492 -1.359 0.381 -0.277 0.475
H 1.713 -1.318 0.028 0.337 0.029 -0.010
H 2.038 -0.751 1.693 0.230 -0.105 0.083
H 2.631 0.761 -0.888 0.188 0.271 0.089
H 3.788 0.232 0.332 0.049 -0.056 -0.271
H 3.291 2.712 0.593 0.260 -0.140 0.011
H 3.105 1.730 2.013 -0.128 0.118 0.227
H 0.851 2.720 0.126 0.416 0.809 -0.035
H 1.168 3.385 1.751 -0.048 -0.077 -0.085
H -0.759 1.762 1.683 -0.254 -0.380 -0.849
H 0.454 1.071 2.601 0.381 -0.228 0.082
H -1.552 -0.745 1.428 0.283 0.068 0.138
H -0.080 -1.228 2.431 -0.249 0.697 0.199
H -0.270 -1.887 0.866 -0.525 -0.087 -0.275
P -2.252 -3.555 -1.642 0.007 -0.640 0.516
F -2.691 -2.797 -0.281 0.318 -0.160 -0.786
F -0.671 -3.244 -1.404 -0.018 0.268 1.584
F -2.172 -5.022 -0.826 -0.126 1.391 -0.140
F -1.672 -4.389 -2.890 -1.118 -0.381 -1.771
F -3.840 -3.837 -2.015 1.643 0.040 0.168
F -2.264 -2.210 -2.556 -0.825 -0.061 0.358
P 3.699 -0.934 -3.379 3.275 -1.013 -2.139
F 3.517 -0.714 -5.021 -1.127 0.184 -0.028
F 2.085 -0.853 -3.187 0.038 0.089 -0.427
F 3.707 -2.522 -3.620 -1.952 -0.619 0.160
F 3.920 -1.056 -1.877 -0.202 -1.369 3.153
F 5.276 -1.082 -3.684 0.538 0.699 0.069
F 3.947 0.627 -3.170 -1.164 1.657 -0.923
P 5.573 4.185 2.753 0.812 2.834 3.591
F 5.304 5.704 3.300 0.102 0.110 -0.305
F 7.041 4.587 2.230 -0.082 -0.561 -1.177
F 6.331 3.980 4.190 -0.477 -1.797 -0.235
F 5.713 2.597 2.266 -0.157 1.430 0.032
F 4.154 3.797 3.513 -0.103 -0.740 -1.244
F 4.928 4.747 1.386 -0.512 -1.833 -0.622
P 0.000 -1.022 5.717 -0.768 1.522 1.109
F 1.086 -1.533 4.670 1.562 -1.121 0.638
F -1.053 -1.784 4.757 -0.771 -0.250 0.434
F 0.130 -2.279 6.765 -0.156 0.718 -1.463
F -1.286 -0.401 6.555 0.484 -0.460 -0.430
F 0.991 -0.154 6.657 0.170 -0.961 -0.382
F -0.028 0.316 4.746 -0.824 0.147 -0.246
P -1.245 5.769 -0.111 0.739 3.232 1.096
F -1.016 5.560 1.463 0.891 -1.498 1.234
F -2.811 5.749 0.318 -0.801 -0.524 -1.732
F -1.219 7.369 0.217 -0.732 -0.324 -1.070
F -1.491 6.040 -1.736 -0.296 -0.682 1.544
F 0.354 5.915 -0.279 -0.029 -1.428 -0.891
F -1.259 4.140 -0.372 0.123 0.443 -0.144
```
Positions in Å, forces in eV/Å.